DFT (ωB97M-V with the def2-TZVPD basis set) results for a single C17H28N2O3 molecule.

## Properties
- maximum force (eV Å⁻¹) = 0.7
- frontier orbital gap (eV) = 8.94
- total charge = 0
- spin multiplicity = 1
- ΔE to the lowest compared entry with this formula, charge and spin (eV) = 2.1340
- HOMO level (eV) = -8.13

The geometry in XYZ format:
```
50
Properties=species:S:1:pos:R:3:mulliken_charge:R:1
C -4.72011 1.80527 -0.70990 -1.013
C -4.81229 1.40474 0.75828 -0.229
O -4.01410 0.27478 1.06351 -0.518
C -2.65627 0.29990 0.96132 0.409
C -2.07687 -0.95927 0.81568 -0.884
C -0.71216 -1.14003 0.72888 -0.520
C 0.12343 -0.03166 0.77360 -0.452
C 1.61184 -0.08527 0.67782 0.237
O 2.31439 0.84828 1.03150 -0.729
N 2.11417 -1.23646 0.18340 -0.036
C 3.50800 -1.43367 -0.11800 -1.030
C 3.82705 -1.24158 -1.61650 0.660
C 4.11325 0.22818 -1.91780 -1.622
C 2.66611 -1.71843 -2.50448 -1.363
N 2.06857 -2.97093 -2.06011 0.203
C 0.77117 -3.18161 -2.67342 -1.133
C 2.93694 -4.10577 -2.30047 -1.160
C -0.44232 1.22895 0.94019 -0.035
C -1.80963 1.42481 1.05017 0.865
O -2.38810 2.65432 1.22837 -0.406
C -1.57808 3.79809 1.41696 -0.597
C -0.97530 3.87489 2.81599 -1.083
H -3.72159 2.16608 -0.94238 0.245
H -4.94103 0.95062 -1.34565 0.307
H -5.43505 2.59638 -0.91807 0.360
H -4.55977 2.25170 1.40104 0.176
H -5.82720 1.06974 0.99277 0.391
H -2.74765 -1.80372 0.78095 0.453
H -0.32077 -2.14234 0.64753 0.535
H 1.50702 -1.92703 -0.23114 0.267
H 3.77663 -2.44694 0.19309 0.377
H 4.07772 -0.71406 0.47369 0.481
H 4.72514 -1.82330 -1.84655 0.352
H 5.02350 0.54683 -1.41630 0.404
H 4.23494 0.38692 -2.98750 0.444
H 3.29607 0.85054 -1.56216 0.273
H 1.88369 -0.95495 -2.47520 0.300
H 3.01958 -1.79030 -3.54804 0.552
H 0.11173 -2.34858 -2.42985 0.340
H 0.33507 -4.09695 -2.27433 0.357
H 0.82781 -3.27327 -3.76886 0.370
H 3.88351 -3.95808 -1.78649 0.336
H 2.46569 -5.00442 -1.90419 0.357
H 3.13964 -4.26017 -3.37177 0.351
H 0.24739 2.05615 0.99478 0.580
H -0.79657 3.85263 0.64990 0.382
H -2.26742 4.63435 1.26388 0.389
H -1.76588 3.82971 3.56130 0.323
H -0.43699 4.81200 2.92791 0.384
H -0.28811 3.05147 2.99149 0.345
```